Entry 1:
C30H45AlF12N5O8 | the ωB97M-V functional and the def2-TZVPD basis

Properties
Total energy ... -3486.7940 hartree
M ... 858.68 g mol⁻¹
Largest force on an atom ... 0.016 Eh/bohr
Total charge ... -1
Lowest unoccupied orbital energy ... 1.6 eV
HOMO energy ... -4.889 eV

Positions of all 101 atoms, in Å:
1 C -1.11 3.68 -3.15
2 C -1.11 2.35 -2.96
3 Al -0.22 0.91 -4.09
4 C -1.62 -0.48 -4.57
5 C -2.84 0.10 -5.31
6 C -3.91 0.80 -4.44
7 C -4.00 0.29 -3.02
8 N -5.09 0.92 -2.24
9 C -5.12 2.34 -2.23
10 N -5.83 2.98 -3.06
11 N -4.33 3.03 -1.23
12 N 0.48 1.54 -5.71
13 C 1.45 2.64 -5.70
14 C 2.84 2.18 -5.23
15 C 1.22 0.12 -2.92
16 C 1.30 0.39 -1.56
17 C 2.32 -0.16 -0.80
18 C 3.24 -0.99 -1.41
19 N 3.18 -1.32 -2.70
20 C 2.19 -0.76 -3.41
21 H -1.29 4.39 -2.34
22 H -0.94 4.13 -4.13
23 H -1.60 2.02 -2.03
24 H -1.12 -1.17 -5.26
25 H -1.90 -1.09 -3.70
26 H -2.47 0.86 -6.00
27 H -3.32 -0.66 -5.94
28 H -4.89 0.64 -4.90
29 H -3.75 1.88 -4.47
30 H -3.03 0.39 -2.52
31 H -4.21 -0.78 -3.04
32 H -5.08 0.55 -1.30
33 H -5.68 3.97 -2.89
34 H -4.46 2.58 -0.33
35 H -3.35 2.91 -1.46
36 H -0.27 1.81 -6.34
37 H 1.14 3.51 -5.09
38 H 1.57 3.01 -6.72
39 H 3.60 2.87 -5.62
40 H 2.92 2.15 -4.15
41 H 3.03 1.19 -5.65
42 H 0.59 1.05 -1.08
43 H 2.41 0.05 0.26
44 H 4.06 -1.42 -0.83
45 H 2.17 -1.03 -4.46
46 C -0.54 4.83 1.25
47 C 0.63 4.99 2.19
48 O 0.82 3.80 3.01
49 C 1.38 2.77 2.40
50 O 1.75 2.72 1.27
51 C 1.50 1.59 3.39
52 F 0.36 1.37 4.04
53 F 2.45 1.86 4.30
54 F 1.85 0.48 2.75
55 H -1.45 4.60 1.81
56 H -0.70 5.76 0.71
57 H -0.37 4.04 0.53
58 H 0.46 5.79 2.91
59 H 1.56 5.20 1.66
60 C 1.15 -4.63 -3.14
61 C 0.00 -3.95 -3.85
62 O -0.58 -4.79 -4.87
63 C -1.37 -5.76 -4.46
64 O -1.69 -6.03 -3.34
65 C -1.90 -6.54 -5.68
66 F -0.92 -6.89 -6.51
67 F -2.78 -5.80 -6.36
68 F -2.52 -7.66 -5.29
69 H 1.91 -4.95 -3.86
70 H 1.61 -3.94 -2.44
71 H 0.81 -5.52 -2.60
72 H 0.36 -3.06 -4.37
73 H -0.77 -3.63 -3.15
74 C 3.89 -1.25 4.30
75 C 5.08 -1.23 5.23
76 O 5.23 -2.47 5.96
77 C 5.74 -3.49 5.29
78 O 6.12 -3.50 4.16
79 C 5.84 -4.72 6.22
80 F 4.69 -4.94 6.86
81 F 6.80 -4.53 7.14
82 F 6.14 -5.81 5.52
83 H 2.98 -1.49 4.86
84 H 3.78 -0.28 3.83
85 H 4.01 -2.00 3.52
86 H 4.96 -0.48 6.00
87 H 6.01 -1.02 4.70
88 C -2.13 -1.55 8.40
89 C -1.38 -0.63 7.45
90 O -2.17 0.53 7.10
91 C -2.26 1.48 8.02
92 O -1.74 1.50 9.10
93 C -3.11 2.65 7.48
94 F -4.26 2.20 6.97
95 F -2.45 3.30 6.52
96 F -3.39 3.50 8.45
97 H -3.08 -1.84 7.97
98 H -1.53 -2.44 8.59
99 H -2.32 -1.06 9.35
100 H -1.19 -1.13 6.51
101 H -0.43 -0.30 7.87

Entry 2:
C30H45AsBCsF6N7O2S3 | the ωB97M-V functional and the def2-TZVPD basis

Properties
Spin multiplicity ... 2
Energy relative to the best compared isomer or geometry (same formula, charge and spin) ... 0.0 kcal per mole
Total energy ... -5778.7055 hartree
M ... 964.56 g mol⁻¹
Largest force on an atom ... 0.019 Eh/bohr
Lowest unoccupied orbital energy (spin up / spin down) ... -0.8 / -0.9 eV
HOMO energy (spin up / spin down) ... -6.488 / -8.655 eV

Positions of all 96 atoms, in Å:
1 Cs -3.51 0.52 2.48
2 C 1.85 1.79 3.56
3 C 1.75 0.78 2.47
4 C 2.47 -0.38 2.40
5 C 2.38 -1.27 1.30
6 N 1.61 -1.01 0.26
7 N 0.91 0.11 0.35
8 B -0.05 0.88 -0.62
9 N -1.36 0.01 -0.97
10 N -1.34 -1.13 -0.27
11 C -2.35 -1.96 -0.33
12 C -3.51 -1.62 -1.03
13 C -3.55 -0.48 -1.76
14 C -4.79 -0.05 -2.49
15 C -2.39 0.34 -1.74
16 S -2.42 1.70 -2.85
17 C -2.15 -3.32 0.32
18 C -3.46 -3.83 0.93
19 C -1.67 -4.27 -0.79
20 C -1.07 -3.25 1.40
21 N 0.67 1.47 -1.81
22 N 1.89 0.91 -2.09
23 C 2.68 1.53 -2.92
24 C 2.34 2.76 -3.54
25 C 1.11 3.34 -3.27
26 C 0.71 4.64 -3.90
27 C 0.28 2.69 -2.37
28 S -1.31 3.20 -1.94
29 C 4.03 0.88 -3.21
30 C 4.14 0.59 -4.72
31 C 5.14 1.84 -2.79
32 C 4.19 -0.43 -2.45
33 C 0.89 0.95 1.37
34 S -0.33 2.10 0.90
35 C 3.18 -2.56 1.31
36 C 2.81 -3.37 2.56
37 C 4.68 -2.21 1.35
38 C 2.89 -3.39 0.06
39 H 2.82 1.72 4.06
40 H 1.07 1.65 4.30
41 H 1.74 2.80 3.15
42 H 3.15 -0.62 3.21
43 H -4.38 -2.26 -0.99
44 H -5.54 -0.84 -2.44
45 H -4.59 0.18 -3.54
46 H -5.19 0.84 -2.01
47 H -4.22 -4.02 0.18
48 H -3.86 -3.14 1.67
49 H -3.26 -4.78 1.44
50 H -2.42 -4.37 -1.58
51 H -1.49 -5.26 -0.36
52 H -0.75 -3.91 -1.23
53 H -1.34 -2.56 2.20
54 H -0.12 -2.92 0.98
55 H -0.94 -4.24 1.84
56 H 3.03 3.24 -4.23
57 H 1.35 4.86 -4.76
58 H 0.80 5.47 -3.19
59 H -0.33 4.62 -4.24
60 H 4.05 1.51 -5.31
61 H 3.35 -0.09 -5.04
62 H 5.10 0.14 -4.94
63 H 5.10 2.78 -3.34
64 H 6.12 1.39 -2.96
65 H 5.06 2.08 -1.72
66 H 3.41 -1.15 -2.72
67 H 4.12 -0.27 -1.37
68 H 5.16 -0.87 -2.69
69 H 3.05 -2.83 3.48
70 H 3.37 -4.31 2.57
71 H 1.75 -3.61 2.58
72 H 4.94 -1.63 2.23
73 H 4.98 -1.65 0.46
74 H 5.27 -3.14 1.38
75 H 1.84 -3.68 0.01
76 H 3.50 -4.30 0.09
77 H 3.13 -2.84 -0.85
78 N -3.94 3.92 2.40
79 C -4.43 4.34 1.07
80 C -5.44 3.32 0.56
81 C -4.79 1.95 0.36
82 O -5.44 0.93 0.68
83 O -3.59 1.94 -0.04
84 H -4.61 4.18 3.12
85 H -3.08 4.40 2.61
86 H -3.57 4.35 0.39
87 H -4.87 5.34 1.07
88 H -5.90 3.64 -0.38
89 H -6.26 3.22 1.27
90 F -1.15 0.17 3.54
91 As -1.46 -0.58 5.10
92 F -2.16 -1.92 4.23
93 F 0.11 -1.31 5.01
94 F -1.78 -1.32 6.60
95 F -0.80 0.81 5.86
96 F -3.05 0.15 5.10

Number 2 is which compound?
C30H45AsBCsF6N7O2S3

Among the records above, which one has the lowest M?
C30H45AlF12N5O8

Look up the total energy of the first one.
-3486.7940 hartree

The lowest largest force on an atom belongs to which entry?
C30H45AlF12N5O8